A molecular structure, C22H28CuN10PS at a distorted geometry. Source: the OMol25 dataset; level of theory: the ωB97M-V functional and the def2-TZVPD basis.

Values from the calculation:
HOMO level (spin up / spin down) ... -9.7 / -9.7 eV
E_LUMO (spin up / spin down) ... -2.494 / -3.027 eV
2S+1 ... 2
Total charge ... +1
Calculated total energy ... -3782.533944 hartree
⟨S²⟩ ... 0.76

XYZ file:
```
63
Properties=species:S:1:pos:R:3:forces:R:3
Cu 0.285 0.489 -0.186 -0.923 1.479 -1.128
C 1.787 -3.351 3.494 0.387 -0.815 0.234
N 1.628 -2.011 2.957 -1.098 1.939 -1.317
C 2.000 -0.806 3.558 -0.490 -0.620 -1.456
C 1.585 0.200 2.708 0.036 0.105 0.429
N 0.928 -0.299 1.628 0.522 -2.659 0.529
C 0.937 -1.672 1.769 1.323 1.906 1.589
P 0.199 -2.845 0.607 0.132 -0.910 0.549
C 1.009 -2.266 -0.911 0.408 1.579 -2.422
N 1.022 -0.944 -1.328 0.527 -3.174 0.838
C 1.686 -0.908 -2.512 -0.072 -0.120 -0.190
C 2.057 -2.179 -2.897 -0.406 -0.046 0.847
N 1.639 -3.056 -1.899 -0.734 2.706 0.904
C 1.899 -4.470 -1.811 -0.240 -1.079 -0.205
C -1.459 -2.145 0.623 -2.356 2.288 -0.397
N -1.707 -0.780 0.529 0.301 -2.844 -0.191
C -3.050 -0.641 0.472 -0.070 -0.730 0.395
C -3.692 -1.871 0.587 1.009 -0.061 -0.176
N -2.696 -2.829 0.675 1.522 1.543 -0.413
C -2.846 -4.268 0.812 -0.261 -0.705 0.341
H 2.271 -3.331 4.496 -0.422 0.250 -0.755
H 0.800 -3.841 3.588 0.548 0.213 -0.043
H 2.442 -3.956 2.828 -0.523 0.383 0.407
H 2.565 -0.765 4.468 0.001 -0.085 0.192
H 1.701 1.277 2.834 0.039 -0.452 -0.006
H 1.856 0.035 -3.028 -0.122 -0.369 0.098
H 2.549 -2.485 -3.811 -0.003 -0.201 0.295
H 2.380 -4.815 -2.738 -0.059 0.258 0.380
H 2.544 -4.704 -0.950 -0.244 0.108 -0.364
H 0.948 -5.032 -1.728 0.501 0.329 0.096
H -3.484 0.340 0.383 -0.164 -0.037 -0.006
H -4.749 -2.120 0.573 0.375 -0.045 0.094
H -3.911 -4.518 0.690 0.457 0.088 0.085
H -2.273 -4.837 0.054 -0.258 0.541 0.325
H -2.514 -4.600 1.820 -0.254 0.240 -0.642
C -4.110 2.840 -3.718 -0.040 -0.132 0.065
C -4.249 1.922 -2.503 0.026 -0.346 0.074
N -3.491 2.386 -1.343 -0.459 0.367 0.374
C -2.180 2.142 -1.127 0.441 0.883 0.666
S -1.203 1.220 -2.196 0.139 -0.830 -0.010
N -1.632 2.771 -0.084 -1.661 0.257 0.029
N -0.364 2.451 0.096 2.713 0.756 0.814
C 0.483 3.378 0.520 -1.422 -1.328 -0.127
C -0.011 4.734 0.968 -0.082 -0.646 -0.503
C 1.910 2.986 0.496 0.631 -0.402 0.735
C 2.918 3.686 1.199 -0.393 -0.474 -0.669
C 4.232 3.264 1.107 -0.040 -0.553 -0.045
C 4.542 2.147 0.319 -0.377 0.587 0.472
C 3.495 1.483 -0.291 -0.369 0.054 0.213
N 2.212 1.855 -0.164 0.428 0.239 -0.400
H -4.579 2.371 -4.601 0.309 0.231 0.317
H -4.588 3.804 -3.547 0.013 0.056 -0.011
H -3.033 3.004 -3.887 -0.449 -0.074 -0.175
H -5.284 1.791 -2.138 0.319 0.123 -0.472
H -3.866 0.934 -2.801 -0.122 0.207 0.350
H -3.954 3.086 -0.730 0.824 -0.818 -0.625
H -0.670 5.090 0.154 0.325 0.204 0.491
H -0.641 4.612 1.868 0.296 0.139 -0.372
H 0.828 5.408 1.160 -0.361 0.034 -0.092
H 2.653 4.510 1.824 -0.070 0.445 0.212
H 5.007 3.742 1.694 -0.049 0.106 -0.141
H 5.554 1.792 0.260 0.178 -0.092 -0.198
H 3.688 0.597 -0.891 -0.135 0.007 0.107
```
Forces are in eV/Å.